Here is the ion C6H7FN with charge +1 at a distorted geometry from the Open Molecules 2025 dataset. Energies are from ωB97M-V/def2-TZVPD.

XYZ file:
```
15
Properties=species:S:1:pos:R:3:forces:R:3
C -0.16720 0.54457 -0.24623 1.083 2.263 -0.441
C 0.49671 -0.23162 -1.39425 -1.022 2.828 1.805
C -0.40979 -1.16610 -1.57265 -0.214 -2.122 0.180
C -1.36460 -1.26068 -0.33166 0.438 -5.812 -3.387
C -1.32855 -0.04028 0.28472 -0.253 1.702 1.337
C 1.37366 1.52646 1.39013 0.545 0.165 -2.251
N 0.10263 1.52164 0.57145 3.000 -0.418 1.964
F 2.49059 0.86895 0.84378 -1.677 0.164 0.325
H 1.29405 0.26093 -1.95024 -0.170 -0.702 0.016
H -0.42384 -1.92452 -2.37280 -0.100 0.479 0.520
H -2.25986 -1.80863 -0.74932 0.188 0.756 1.541
H -0.79300 -1.98059 0.38058 -1.081 0.561 -0.864
H -1.70511 0.23633 1.29739 -0.439 0.139 -1.371
H 1.78616 2.50841 1.65816 -0.946 -0.107 0.069
H 0.90813 0.94511 2.19092 0.648 0.103 0.559
```
Forces are in eV/Å.

* total energy: -386.99108 a.u.
* charge: +1
* frontier orbital gap (alpha / beta): 7.765 / 7.664 eV
* largest force on an atom: 0.131 Eh/bohr
* HOMO energy (alpha / beta): -14.9 / -15.0 eV
* energy relative to the best compared isomer or geometry (same formula, charge and spin): 459.8 kJ/mol

---

Here is the ion C5H10NO2 with charge +1 at a distorted geometry from the Open Molecules 2025 dataset. Energies are from ωB97M-V/def2-TZVPD.

XYZ file:
```
18
Properties=species:S:1:pos:R:3:forces:R:3
O -1.61247 0.06187 -1.13235 0.420 0.392 -0.245
C -1.22720 -1.04858 -0.84828 -0.981 -0.689 0.471
O -2.06935 -1.95075 -0.31867 0.059 -0.291 -0.734
C 0.16955 -1.58475 -0.91604 0.798 0.891 0.227
C 1.17098 -0.50064 -0.46811 -0.114 0.838 0.081
C 0.74461 0.23126 0.82750 0.747 -0.753 0.101
C 0.22791 2.58542 1.12426 -0.208 -0.329 -0.323
N 0.03145 1.47505 0.54824 -0.818 -0.565 0.498
H -2.98540 -1.73706 -0.57383 0.168 0.215 0.355
H 0.43103 -1.86165 -1.93972 -0.295 -0.129 0.029
H 0.22434 -2.45742 -0.28796 0.050 -0.390 0.145
H 2.17521 -0.88028 -0.31505 0.014 -0.306 -0.122
H 1.23207 0.25292 -1.25244 0.191 -0.018 -0.136
H 1.52131 0.51046 1.53950 0.480 -0.145 -0.431
H 0.16388 -0.50745 1.39013 -0.710 0.658 0.093
H -0.49823 3.35301 0.92057 0.179 0.510 -0.009
H 1.07105 2.70207 1.78675 0.027 0.125 0.205
H -0.77074 1.35652 -0.08450 -0.008 -0.014 -0.206
```
Forces are in eV/Å.

* total energy: -401.50647 a.u.
* charge: +1
* frontier orbital gap: 10.049 eV
* largest force on an atom: 0.025 Eh/bohr
* HOMO energy: -14.9 eV
* structure (SMILES): C=[NH+]CCCC(=O)O
* energy relative to the best compared isomer or geometry (same formula, charge and spin): 48.6 kJ/mol

---

Here is a cluster of 2 separate species, C9H19NO in total from the Open Molecules 2025 dataset. Energies are from ωB97M-V/def2-TZVPD.

XYZ file:
```
30
Properties=species:S:1:pos:R:3:forces:R:3
C 1.69607 -1.34944 2.19478 0.198 0.043 0.196
C 0.45594 -2.21513 2.42707 -0.090 -0.082 0.261
C 1.46610 -0.35805 1.05216 0.078 0.291 0.007
C 0.04728 -2.94249 1.14440 -0.109 -0.258 -0.007
C 1.05745 -1.08540 -0.23052 0.068 0.079 -0.233
C -0.18268 -1.95110 0.00179 -0.245 -0.002 -0.182
H 2.54764 -2.00649 1.93296 -0.230 0.230 0.148
H 1.96211 -0.80728 3.12253 -0.050 -0.263 -0.394
H -0.37910 -1.56490 2.75165 0.274 -0.252 -0.049
H 0.64714 -2.94633 3.23592 -0.130 0.338 -0.304
H 2.38062 0.24050 0.87652 -0.398 -0.194 0.090
H 0.65719 0.34022 1.34118 0.293 -0.173 -0.119
H -0.86725 -3.54101 1.32005 0.426 0.199 -0.092
H 0.85616 -3.64080 0.85539 -0.302 0.156 0.104
H 1.89249 -1.73562 -0.55513 -0.251 0.243 0.031
H 0.86622 -0.35418 -1.03935 0.113 -0.311 0.286
H -0.44876 -2.49324 -0.92597 0.055 0.248 0.381
H -1.03423 -1.29403 0.26364 0.255 -0.220 -0.158
O -1.93348 2.01087 -0.18297 0.519 0.350 -0.481
C -1.16218 2.58649 -0.94485 -0.367 -0.320 0.234
N -1.15810 2.33032 -2.28251 0.457 0.363 -0.270
C -0.15615 3.61997 -0.48427 0.197 0.259 0.408
C -2.07087 1.36198 -2.85815 -0.181 -0.232 -0.321
H -0.49988 2.83087 -2.88478 -0.554 -0.422 0.503
H -0.34001 4.59394 -0.96818 0.081 -0.376 0.126
H -0.24710 3.74688 0.60763 0.016 -0.095 -0.553
H 0.87365 3.30045 -0.71674 -0.381 0.114 0.032
H -1.90066 1.31010 -3.94670 -0.052 0.044 0.490
H -3.11963 1.65323 -2.67954 0.411 -0.148 -0.016
H -1.90595 0.35974 -2.42811 -0.102 0.391 -0.117
```
Forces are in eV/Å.

* total energy: -484.34185 a.u.
* frontier orbital gap: 10.535 eV
* largest force on an atom: 0.017 Eh/bohr
* HOMO energy: -9.7 eV
* structure (SMILES): C1CCCCC1.CNC(C)=O
* energy relative to the best compared isomer or geometry (same formula, charge and spin): 0.0 kJ/mol

---

Here is a cluster of 2 separate species, C16H17N in total at a distorted geometry from the Open Molecules 2025 dataset. Energies are from ωB97M-V/def2-TZVPD.

XYZ file:
```
34
Properties=species:S:1:pos:R:3:forces:R:3
C -3.67641 -1.39432 0.24119 -0.505 -0.455 -0.190
C -0.09019 -2.34175 -0.47213 0.793 0.071 -0.045
C -1.41968 -2.05345 -0.66093 -0.990 0.364 0.877
C 0.46494 -2.43087 0.80680 -0.378 0.712 -0.260
C -2.23588 -1.74033 0.43931 0.791 -0.179 -0.139
C -0.31379 -2.06502 1.88942 -0.429 -0.075 0.066
C -1.65254 -1.72698 1.70372 -0.605 -0.650 -0.129
H 0.60077 -2.33211 -1.30581 -0.220 -0.630 -0.194
H -1.93518 -2.05760 -1.60599 0.436 0.120 -0.541
H 1.50599 -2.68772 0.91239 0.176 0.050 0.109
H 0.07571 -2.00345 2.89116 0.249 -0.265 0.176
H -4.00955 -0.66369 0.98080 -0.035 0.085 -0.268
H -4.32438 -2.27230 0.34361 0.126 -0.060 0.251
H -2.33857 -1.65021 2.54870 0.416 0.517 0.044
H -3.87662 -1.07115 -0.78672 0.153 0.370 0.282
C 2.98038 1.31358 1.65019 -0.156 -0.074 -0.303
C 0.25180 2.06037 -0.79232 -0.174 -0.039 0.599
C 1.31883 1.26053 -0.32361 0.034 0.293 -0.322
C 1.72684 1.76873 0.96651 -0.086 -0.395 -0.142
C 0.86712 2.77828 1.24340 0.093 0.573 -0.129
C -0.34009 1.88129 -2.02753 -0.127 -0.044 -0.588
C 0.24089 0.94538 -2.86776 -0.212 0.297 0.541
C 1.29418 0.14393 -2.41643 0.715 -0.171 -1.135
C 1.83873 0.26595 -1.16240 -0.514 0.211 1.010
N -0.02682 2.96633 0.19843 0.354 0.212 1.034
H -1.18943 2.48636 -2.33614 0.156 -0.085 -0.017
H -0.12005 0.82881 -3.87528 -0.094 -0.064 -0.156
H -0.74222 3.66112 0.31659 -0.194 -0.212 -0.698
H 1.77389 -0.47791 -3.17462 -0.229 -0.292 0.421
H 0.87261 3.53214 2.02182 0.035 -0.369 0.147
H 2.52855 -0.43322 -0.69918 0.354 0.080 -0.611
H 3.00448 1.46010 2.73041 -0.017 0.239 -0.136
H 3.82695 1.79803 1.15498 0.108 0.081 0.346
H 3.11877 0.25114 1.46742 -0.027 -0.217 0.100
```
Forces are in eV/Å.

* total energy: -674.63792 a.u.
* frontier orbital gap: 8.617 eV
* largest force on an atom: 0.027 Eh/bohr
* HOMO energy: -7.8 eV
* structure (SMILES): Cc1c[nH]c2ccccc12.Cc1ccccc1
* energy relative to the best compared isomer or geometry (same formula, charge and spin): 49.1 kJ/mol

---

Question: Which of these has the highest largest force on an atom?
Answer: C6H7FN

---

Question: Number 4 is which compound?
Answer: C16H17N

---

Question: Among the records above, which one has the highest energy relative to the best compared isomer or geometry (same formula, charge and spin)?
Answer: C6H7FN

---

Question: Which value of energy relative to the best compared isomer or geometry (same formula, charge and spin) does entry 3 give?
Answer: 0.0 kJ/mol